Below is C5H6Si in the gas phase in a non-equilibrium geometry, with properties calculated with ωB97M-V/def2-TZVPD.

relative energy (zero: lowest compared OMol25 entry of this formula, charge and spin) = 103.5 kcal per mole
2S+1 = 1
largest force on an atom = 5.193 eV/Å
Kohn-Sham gap (spin up / spin down) = 7.751 / 7.758 eV

CARTESIAN COORDINATES (ANGSTROEM)
C 0.4159 0.8082 -1.1709
C -0.3213 0.0835 -2.0031
C 0.4131 0.7356 0.2772
C -0.6444 0.1891 1.1822
C 0.6036 -0.6570 0.9119
Si -1.0467 -1.4231 0.3104
H 1.1104 1.5710 -1.6638
H -0.1146 -0.0497 -3.0864
H 0.9880 1.4813 0.8695
H -0.8436 0.5878 2.1877
H 1.5605 -1.0061 1.5491
H -2.1210 -2.3206 0.6363